1.
This record from the Open Molecules 2025 dataset describes a single C4H4N2O2 molecule in a non-equilibrium geometry. The level of theory is the ωB97M-V functional and the def2-TZVPD basis.

Calculated values
* highest occupied orbital energy: -0.340 hartree
* Kohn-Sham gap: 9.0 eV
* strongest force on any atom: 8.282 eV/Å
* structure (SMILES): N#C/C=C/O/C=N/O
* LUMO: -0.283 eV

ORCA input file:
```
! wB97M-V def2-TZVPD RIJCOSX def2/J DEFGRID3
* xyz 0 1
N 3.748 -0.815 0.165
C 2.579 -0.561 -0.163
C 1.188 -0.201 -0.376
C 0.961 1.082 0.258
O -0.356 1.461 0.034
C -1.451 0.764 -0.252
N -1.374 -0.509 0.102
O -2.626 -1.251 0.156
H 0.455 -0.916 -0.639
H 1.563 1.939 0.899
H -2.408 1.235 -0.517
H -2.278 -2.229 0.333
*
```



2.
This record from the Open Molecules 2025 dataset describes a molecular structure, C4H4N2O2 in a non-equilibrium geometry. The level of theory is the ωB97M-V functional and the def2-TZVPD basis.

Calculated values
* highest occupied orbital energy: -0.354 hartree
* Kohn-Sham gap: 10.2 eV
* strongest force on any atom: 6.706 eV/Å
* LUMO: 0.540 eV

ORCA input file:
```
! wB97M-V def2-TZVPD RIJCOSX def2/J DEFGRID3
* xyz 0 1
C -1.120 -0.610 2.092
C 0.257 0.167 0.026
C -0.072 -0.010 -1.987
C 1.198 0.660 -1.904
H -1.613 -1.447 1.160
H 0.278 0.685 2.248
H -0.423 -0.224 -2.908
H 2.119 0.762 -2.385
N 0.051 -0.121 1.461
N -0.709 -0.209 -0.697
O -1.440 -0.275 3.266
O 1.476 0.621 -0.372
*
```



3.
This record from the Open Molecules 2025 dataset describes 2 unconnected molecules or ions with the total composition C4H4N2OS in a non-equilibrium geometry. The level of theory is the ωB97M-V functional and the def2-TZVPD basis.

Calculated values
* highest occupied orbital energy: -0.324 hartree
* Kohn-Sham gap: 9.2 eV
* strongest force on any atom: 3.710 eV/Å
* structure (SMILES): c1c[nH]cn1.O=C=S
* LUMO: 0.381 eV

ORCA input file:
```
! wB97M-V def2-TZVPD RIJCOSX def2/J DEFGRID3
* xyz 0 1
C -0.757 0.740 -0.905
C -0.820 0.570 0.475
N -0.915 -0.762 0.682
C -0.834 -1.339 -0.490
N -0.710 -0.496 -1.486
H -0.911 1.583 -1.471
H -0.988 0.998 1.385
H -1.167 -1.123 1.597
H -0.763 -2.424 -0.622
O 3.070 1.654 -0.515
C 2.711 0.823 0.203
S 2.086 -0.225 1.146
*
```



4.
This record from the Open Molecules 2025 dataset describes 2 unconnected molecules or ions with the total composition C4H4N2S in a non-equilibrium geometry. The level of theory is the ωB97M-V functional and the def2-TZVPD basis.

Calculated values
* highest occupied orbital energy: -0.322 hartree
* Kohn-Sham gap: 8.6 eV
* strongest force on any atom: 5.051 eV/Å
* LUMO: -0.180 eV

ORCA input file:
```
! wB97M-V def2-TZVPD RIJCOSX def2/J DEFGRID3
* xyz 0 1
C 1.803 -0.159 -0.040
C -0.846 -0.145 1.179
C -0.872 -0.308 -0.308
C -0.927 0.765 -1.343
H 1.806 -0.145 -1.196
H -1.376 -0.980 1.742
H -1.097 1.115 1.860
H -1.180 -1.324 -0.900
N 0.487 -0.382 0.276
N -0.893 1.451 -2.244
S 3.096 0.113 0.974
*
```



5.
This record from the Open Molecules 2025 dataset describes a single C4H4N2S molecule in a non-equilibrium geometry. The level of theory is the ωB97M-V functional and the def2-TZVPD basis.

Calculated values
* highest occupied orbital energy: -0.325 hartree
* Kohn-Sham gap: 8.5 eV
* strongest force on any atom: 2.112 eV/Å
* structure (SMILES): C#C/C=N\NC=S
* LUMO: -0.373 eV

ORCA input file:
```
! wB97M-V def2-TZVPD RIJCOSX def2/J DEFGRID3
* xyz 0 1
C -1.539 -0.913 1.956
C -1.332 0.035 1.243
C -0.990 1.080 0.370
N -0.058 1.083 -0.527
N 0.685 -0.047 -0.619
C 1.691 -0.094 -1.563
S 2.627 -1.429 -1.759
H -1.730 -1.653 2.682
H -1.574 2.019 0.428
H 0.563 -0.929 -0.101
H 1.657 0.849 -2.109
*
```



6.
This record from the Open Molecules 2025 dataset describes a gas-phase ion, C4H4N3 (charge +1) in a non-equilibrium geometry. The level of theory is the ωB97M-V functional and the def2-TZVPD basis.

Calculated values
* highest occupied orbital energy: -0.578 hartree
* Kohn-Sham gap: 8.5 eV
* strongest force on any atom: 4.115 eV/Å
* structure (SMILES): C=C=C1C=NN=[NH+]1
* LUMO: -7.203 eV

ORCA input file:
```
! wB97M-V def2-TZVPD RIJCOSX def2/J DEFGRID3
* xyz 1 1
C -1.367 -0.235 -0.122
C -0.155 0.104 0.126
C 1.144 0.308 0.034
C 2.310 1.146 -0.031
N 3.300 0.311 -0.022
N 2.959 -0.928 -0.012
N 1.696 -0.973 0.101
H -2.162 -0.317 0.471
H -1.594 -0.510 -1.119
H 2.473 2.256 -0.057
H 0.818 -1.459 0.180
*
```



7.
This record from the Open Molecules 2025 dataset describes a single C4H4N4 molecule in a non-equilibrium geometry. The level of theory is the ωB97M-V functional and the def2-TZVPD basis.

Calculated values
* highest occupied orbital energy: -0.378 hartree
* Kohn-Sham gap: 9.9 eV
* strongest force on any atom: 2.481 eV/Å
* structure (SMILES): [H]/N=C(\C#N)CNC#N
* LUMO: -0.373 eV

ORCA input file:
```
! wB97M-V def2-TZVPD RIJCOSX def2/J DEFGRID3
* xyz 0 1
H 0.038 2.164 -1.620
N 0.378 1.844 -0.703
C 0.539 0.568 -0.671
C 0.006 -0.291 -1.796
N -0.179 -0.861 -2.791
C 0.866 -0.276 0.529
N -0.422 -0.886 0.956
C -1.332 -0.150 1.631
N -2.075 0.436 2.296
H 1.299 0.348 1.317
H 1.556 -1.078 0.247
H -0.675 -1.817 0.605
*
```



8.
This record from the Open Molecules 2025 dataset describes a single C4H4N4 molecule in a non-equilibrium geometry. The level of theory is the ωB97M-V functional and the def2-TZVPD basis.

Calculated values
* highest occupied orbital energy: -0.311 hartree
* Kohn-Sham gap: 8.8 eV
* strongest force on any atom: 5.835 eV/Å
* structure (SMILES): c1nc2cncn2[nH]1
* LUMO: 0.357 eV

ORCA input file:
```
! wB97M-V def2-TZVPD RIJCOSX def2/J DEFGRID3
* xyz 0 1
C 1.870 0.313 -0.115
N 1.149 1.304 -0.215
C -0.267 0.868 -0.035
C -1.704 1.173 -0.046
N -2.194 -0.138 -0.029
C -1.229 -1.056 -0.179
N -0.127 -0.464 -0.153
N 1.247 -0.865 -0.131
H 3.044 0.102 0.285
H -2.048 2.323 0.105
H -1.253 -2.112 -0.310
H 1.513 -1.449 0.822
*
```



- What is the strongest force on any atom in the fifth record?
  2.112 eV/Å



What did the eighth record say?
This record from the Open Molecules 2025 dataset describes a single C4H4N4 molecule in a non-equilibrium geometry. The level of theory is the ωB97M-V functional and the def2-TZVPD basis.

Calculated values
* highest occupied orbital energy: -0.311 hartree
* Kohn-Sham gap: 8.8 eV
* strongest force on any atom: 5.835 eV/Å
* structure (SMILES): c1nc2cncn2[nH]1
* LUMO: 0.357 eV

ORCA input file:
```
! wB97M-V def2-TZVPD RIJCOSX def2/J DEFGRID3
* xyz 0 1
C 1.870 0.313 -0.115
N 1.149 1.304 -0.215
C -0.267 0.868 -0.035
C -1.704 1.173 -0.046
N -2.194 -0.138 -0.029
C -1.229 -1.056 -0.179
N -0.127 -0.464 -0.153
N 1.247 -0.865 -0.131
H 3.044 0.102 0.285
H -2.048 2.323 0.105
H -1.253 -2.112 -0.310
H 1.513 -1.449 0.822
*
```



- The highest LUMO belongs to which entry?
  number 2